Entry 1:
2 unconnected molecules or ions with the total composition C3H12N2O in a non-equilibrium geometry. Source: the Open Molecules 2025 dataset; level of theory: ωB97M-V/def2-TZVPD.

Structure (XYZ):
```
18
C3H12N2O ωB97M-V/def2-TZVPD
C 0.606 -1.483 -0.879
N 0.236 -0.085 -0.576
C 1.092 0.560 0.393
C 0.358 1.755 1.042
N -0.418 1.398 2.236
H 1.652 -1.633 -0.630
H -0.032 -2.157 -0.296
H 0.463 -1.745 -1.922
H 0.176 0.449 -1.429
H 2.096 0.848 0.057
H 1.205 -0.132 1.228
H -0.395 2.105 0.338
H 0.985 2.623 1.229
H -0.043 1.745 3.104
H -0.547 0.405 2.367
O -2.831 -1.371 -2.099
H -1.986 -1.023 -1.760
H -2.618 -2.259 -2.403
```

Relative energy (zero: lowest compared OMol25 entry of this formula, charge and spin) (eV): 0.7968
Electronic energy (hartree): -306.21466

=====

Entry 2:
12 unconnected molecules or ions with the total composition C5H37N2O12 in a non-equilibrium geometry. Source: the Open Molecules 2025 dataset; level of theory: ωB97M-V/def2-TZVPD.

Structure (XYZ):
```
56
C5H37N2O12 ωB97M-V/def2-TZVPD
N -0.452 -1.438 0.641
C 0.508 -2.001 -0.450
C -0.375 -2.072 -1.671
C -1.498 -3.090 -1.558
O -0.975 -4.399 -1.450
C 1.635 -0.961 -0.625
N 2.431 -0.699 0.592
C 3.625 -1.571 0.745
H 0.037 -0.701 1.120
H -0.803 -2.247 1.277
H -1.188 -0.951 0.135
H 0.798 -3.004 -0.066
H -0.616 -1.031 -2.027
H 0.336 -2.342 -2.530
H -2.135 -3.012 -2.453
H -2.070 -2.890 -0.666
H -0.571 -4.616 -2.344
H 2.371 -1.434 -1.379
H 1.298 -0.027 -1.104
H 2.724 0.313 0.603
H 3.285 -2.580 0.799
H 4.368 -1.568 -0.035
H 4.127 -1.350 1.627
H 1.420 -2.067 3.699
H 1.812 -1.766 2.267
O 1.045 -1.773 2.827
H -2.483 2.350 1.485
H -2.214 1.017 2.139
O -2.218 1.453 1.285
H -4.173 0.887 -1.143
H -2.860 0.908 -0.287
O -3.228 0.922 -1.146
H -1.965 -4.069 1.919
H -0.682 -4.734 1.383
O -1.179 -3.935 1.406
H -1.913 4.813 1.785
H -1.363 3.688 2.630
O -1.087 4.251 1.894
H -0.171 0.169 3.136
H 0.106 1.769 3.405
O -0.328 0.952 3.656
H 1.937 0.505 -4.288
H 0.514 0.532 -3.570
O 1.296 -0.032 -3.819
H 0.330 2.264 -0.573
H 1.081 3.344 -1.073
O 1.189 2.679 -0.305
H 1.837 3.911 2.222
H 1.841 2.873 1.238
O 1.987 2.957 2.226
H -1.667 1.838 -2.396
H -1.574 1.341 -3.979
O -1.323 1.294 -3.074
H -0.473 4.605 -1.051
H -0.424 4.623 -2.684
O 0.059 4.594 -1.859
```

Relative energy (zero: lowest compared OMol25 entry of this formula, charge and spin) (eV): 3.8279
Electronic energy (hartree): -1224.82772
Total charge: +1

=====

no.,Kohn-Sham gap (eV)
1,9.6873
2,9.6877